Entry 1:
{"formula": "C5H10O2", "method": "ωB97M-V with the def2-TZVPD basis set", "orbital_gap_ha": 0.3653, "relative_energy_kj_mol": 285.5, "mol_weight_g_mol": 102.1, "homo_ev": -9.53, "smiles": "C=C(C)CO.C=O", "max_force_ev_per_a": 0.91, "energy_ha": -346.91667, "elements": ["C", "C", "C", "C", "O", "H", "H", "H", "H", "H", "H", "H", "H", "C", "O", "H", "H"], "coordinates": [[0.82248, -0.35664, -1.01197], [0.61411, -0.38754, 0.30883], [1.29349, 0.57226, 1.24398], [-0.46404, -1.23966, 0.92624], [-1.53066, -0.34554, 1.14592], [0.40638, -1.11223, -1.67212], [1.49871, 0.37728, -1.44295], [2.25160, 0.12348, 1.53974], [1.50681, 1.53104, 0.75193], [0.69372, 0.75396, 2.14526], [-0.15915, -1.65018, 1.89757], [-0.74345, -2.09266, 0.28695], [-1.84485, -0.09081, 0.25039], [-1.04400, 0.97750, -1.57692], [-1.98296, 0.25400, -1.31118], [-0.64015, 0.99403, -2.59790], [-0.62015, 1.72972, -0.88833]], "atomic_forces_ev_per_a": [[0.664, -0.526, 0.325], [0.242, -0.023, -0.226], [0.075, 0.048, 0.010], [0.304, -0.203, 0.035], [-0.336, -0.217, 0.331], [0.011, 0.130, 0.074], [0.071, -0.159, -0.023], [-0.147, 0.192, 0.089], [0.010, -0.213, 0.152], [0.142, -0.042, -0.285], [-0.004, 0.135, -0.163], [0.028, 0.258, 0.015], [-0.268, 0.008, 0.452], [-0.526, 0.222, -0.320], [-0.059, 0.466, -0.436], [0.079, 0.073, -0.059], [-0.287, -0.149, 0.029]], "nbo_charge": [-0.475, 0.072, -0.661, -0.109, -0.733, 0.217, 0.203, 0.229, 0.213, 0.234, 0.183, 0.170, 0.486, 0.288, -0.582, 0.132, 0.134]}

=====

Entry 2:
{"formula": "C5H10O2", "method": "ωB97M-V with the def2-TZVPD basis set", "orbital_gap_ha": 0.3153, "relative_energy_kj_mol": 510.7, "mol_weight_g_mol": 102.1, "homo_ev": -8.66, "max_force_ev_per_a": 0.38, "energy_ha": -346.83092, "elements": ["C", "C", "C", "C", "O", "C", "O", "H", "H", "H", "H", "H", "H", "H", "H", "H", "H"], "coordinates": [[-2.43824, -1.72067, -0.09700], [-1.18952, -1.06528, -0.47648], [1.24933, 0.16036, -0.28570], [2.45884, 0.80517, 0.34648], [2.34512, 2.20790, 0.29339], [-1.11182, 0.35998, -0.10355], [0.14428, 0.72940, 0.40598], [-2.74077, -2.50137, -0.79832], [-2.03136, -2.28039, 0.77354], [-3.28550, -1.11778, 0.26536], [1.17391, 0.39976, -1.35680], [1.26147, -0.93017, -0.18832], [3.36463, 0.51103, -0.19212], [2.54251, 0.44516, 1.38507], [1.42082, 2.37894, 0.53018], [-1.86238, 0.77133, 0.59238], [-1.30131, 0.84661, -1.09409]], "atomic_forces_ev_per_a": [[-0.125, 0.085, -0.207], [-0.301, 0.052, 0.200], [0.236, -0.042, -0.117], [0.127, -0.354, -0.044], [-0.123, 0.192, 0.097], [-0.129, -0.244, 0.060], [-0.001, 0.073, -0.007], [-0.037, 0.011, 0.131], [-0.043, 0.094, -0.085], [0.059, -0.016, -0.137], [0.072, 0.003, 0.112], [0.057, 0.194, 0.016], [-0.085, 0.065, 0.072], [0.032, 0.126, -0.135], [0.228, 0.154, -0.026], [0.122, -0.190, -0.015], [-0.088, -0.202, 0.084]], "nbo_charge": [-0.778, 0.150, -0.100, -0.080, -0.717, -0.238, -0.555, 0.247, 0.292, 0.189, 0.171, 0.200, 0.181, 0.158, 0.476, 0.182, 0.224]}

=====

Entry 3:
{"formula": "C5H10O2", "method": "ωB97M-V with the def2-TZVPD basis set", "orbital_gap_ha": 0.3993, "relative_energy_kj_mol": 136.8, "mol_weight_g_mol": 102.1, "homo_ev": -9.84, "smiles": "OC[C@H]1CCCO1", "max_force_ev_per_a": 0.48, "energy_ha": -346.97332, "elements": ["O", "C", "C", "C", "C", "C", "O", "H", "H", "H", "H", "H", "H", "H", "H", "H", "H"], "coordinates": [[2.81305, -0.48480, -0.90336], [1.74186, -0.92413, -0.09745], [0.40866, -0.25785, -0.40901], [-0.72056, -0.77282, 0.46876], [-1.79818, 0.28614, 0.29188], [-0.95379, 1.56333, 0.04324], [0.40012, 1.14632, -0.12841], [2.82762, 0.47614, -0.81347], [1.97747, -0.81064, 0.97318], [1.64106, -2.00387, -0.29422], [0.22184, -0.42631, -1.48476], [-0.35063, -0.77694, 1.50245], [-1.00457, -1.79027, 0.20490], [-2.45804, 0.35828, 1.16280], [-2.44910, 0.06162, -0.55931], [-1.00994, 2.25172, 0.89630], [-1.28687, 2.10411, -0.85353]], "atomic_forces_ev_per_a": [[-0.126, 0.404, 0.001], [-0.156, -0.211, 0.301], [-0.006, -0.174, -0.026], [0.291, -0.354, -0.026], [-0.167, 0.083, -0.009], [-0.411, 0.064, 0.054], [0.421, -0.226, -0.028], [0.164, -0.032, -0.114], [-0.057, 0.094, -0.137], [-0.081, 0.342, 0.069], [-0.192, 0.099, 0.172], [-0.111, -0.033, -0.119], [-0.221, 0.023, 0.003], [0.216, 0.135, -0.094], [0.222, 0.025, 0.000], [0.185, -0.128, -0.198], [0.030, -0.110, 0.149]], "nbo_charge": [-0.709, -0.070, 0.066, -0.423, -0.434, -0.068, -0.543, 0.471, 0.160, 0.182, 0.166, 0.204, 0.218, 0.216, 0.206, 0.183, 0.173]}

=====

Entry 4:
{"formula": "C5H10O2", "method": "ωB97M-V with the def2-TZVPD basis set", "orbital_gap_ha": 0.3756, "relative_energy_kj_mol": 367.3, "mol_weight_g_mol": 102.1, "homo_ev": -9.38, "smiles": "C1=CCOC1.[H][H].C=O", "max_force_ev_per_a": 0.56, "energy_ha": -346.88554, "elements": ["C", "C", "C", "O", "C", "H", "H", "H", "H", "H", "H", "H", "H", "C", "O", "H", "H"], "coordinates": [[-0.67247, -1.06488, 0.87475], [-0.74402, 0.24749, 1.06516], [-1.35039, 0.89692, -0.14794], [-1.44969, -0.14615, -1.10951], [-1.20852, -1.40085, -0.49085], [-0.30419, -1.80600, 1.57646], [-0.43645, 0.79669, 1.94840], [-0.73280, 1.70477, -0.56111], [-2.34508, 1.31528, 0.07566], [-0.49601, -1.96862, -1.10764], [-2.13587, -1.99291, -0.43312], [1.94039, 2.34942, -0.21218], [1.52600, 2.91366, -0.47122], [2.09667, -0.46255, -0.25559], [2.83335, 0.26662, 0.36006], [1.40204, -0.09209, -1.03492], [2.07704, -1.55680, -0.07641]], "atomic_forces_ev_per_a": [[-0.045, 0.183, 0.025], [-0.017, -0.187, -0.034], [0.045, 0.227, 0.140], [-0.041, 0.007, -0.078], [0.059, -0.258, 0.078], [-0.066, 0.116, -0.094], [-0.056, -0.094, -0.120], [-0.077, -0.121, 0.072], [0.124, -0.065, -0.039], [-0.088, 0.065, 0.093], [0.109, 0.088, -0.003], [-0.045, 0.098, -0.028], [0.032, -0.035, 0.009], [0.216, 0.181, 0.199], [-0.292, -0.377, -0.290], [0.105, 0.042, 0.081], [0.038, 0.130, -0.009]], "nbo_charge": [-0.235, -0.204, -0.102, -0.527, -0.099, 0.224, 0.227, 0.192, 0.178, 0.177, 0.180, 0.022, -0.030, 0.279, -0.513, 0.120, 0.109]}